[1]
Molecular formula: C4H6OS2
Method: DFT, the ωB97M-V functional and the def2-TZVPD basis

Results
**ΔE to the lowest compared entry with this formula, charge and spin**: 474.9 kJ/mol
**E**: -1027.4506 a.u.
**Max |F|**: 4.1 eV Å⁻¹
**Orbital gap**: 7.3 eV

Last column: Mulliken charge in e.
Cartesian coordinates (Å):
C 0.92028 -0.35917 -1.12909  -1.057
C 0.64523 0.09292 0.14877  0.990
C -2.71852 0.01382 -0.23375  0.491
C 1.74669 0.75945 0.95096  -1.288
O -0.45146 -0.21631 0.80618  -0.474
S -3.39875 1.34016 -0.61368  -0.233
S -1.74516 -1.20815 0.18852  -0.103
H 0.20375 -1.09980 -1.50406  0.230
H 1.81005 -0.30362 -1.68294  0.325
H 2.09686 1.53301 0.35796  0.394
H 1.39302 1.18402 1.92808  0.269
H 2.50130 0.09334 1.02203  0.362
H -3.00329 -1.82967 -0.23898  0.094

[2]
Molecular formula: C32H22ClINO4
Method: DFT, the ωB97M-V functional and the def2-TZVPD basis

Results
**Total charge**: +1
**E**: -2346.0447 a.u.
**Max |F|**: 0.8 eV Å⁻¹
**Orbital gap**: 7.6 eV

Last column: Mulliken charge in e.
Cartesian coordinates (Å):
Cl 1.15216 3.24392 2.14139  -0.106
C 1.13485 3.75952 0.46817  -0.221
I 0.80929 5.90356 0.34997  0.207
C 2.37707 3.28910 -0.33138  -0.732
C 1.88974 2.08188 -1.15004  -0.279
C 0.43187 2.23431 -1.11890  -0.103
N 0.03158 3.06258 -0.22653  0.344
H 2.66437 4.10145 -1.00102  0.375
H 3.20642 3.01440 0.31566  0.394
H 2.35565 1.90938 -2.12104  0.446
H 2.07119 1.14531 -0.58855  -0.041
H -0.30390 1.69192 -1.70881  0.515
H -0.95891 3.17758 -0.00263  0.339
C -3.40273 3.54857 3.67079  -0.836
C -4.69052 3.37976 4.16949  -0.423
C -5.68912 2.83289 3.37646  -0.773
C -5.41591 2.46301 2.06757  0.461
C -4.13098 2.64430 1.55833  0.372
C -3.13301 3.16621 2.37027  -0.114
C -3.78884 2.31905 0.14884  0.583
O -2.65826 2.52577 -0.28708  -0.817
C -4.85998 1.77577 -0.71079  0.175
C -4.59000 1.49387 -2.04612  -0.482
C -5.58213 0.97746 -2.86110  -0.592
C -6.84900 0.73741 -2.34469  -0.528
C -7.12868 1.02151 -1.01688  -0.580
C -6.14153 1.54486 -0.19638  0.245
C -6.49185 1.86700 1.22208  0.447
O -7.59511 1.65705 1.66346  -0.624
H -2.62577 3.96843 4.29439  0.438
H -4.91656 3.67375 5.18537  0.405
H -6.69086 2.69078 3.75801  0.508
H -2.15098 3.26844 1.93554  0.286
H -3.59950 1.68446 -2.43412  0.377
H -5.37130 0.76138 -3.89955  0.423
H -7.62291 0.33086 -2.98143  0.408
H -8.11107 0.84666 -0.60067  0.499
C 6.06455 -4.86346 -3.63532  -0.493
C 5.72916 -3.55589 -3.96709  -0.524
C 5.09894 -2.74373 -3.04007  -0.510
C 4.79487 -3.23674 -1.77638  0.214
C 5.12308 -4.55429 -1.44863  0.217
C 5.76216 -5.36235 -2.37953  -0.604
C 4.78963 -5.12647 -0.11149  0.547
O 5.07959 -6.26355 0.18046  -0.640
C 4.07808 -4.23736 0.85715  0.402
C 3.72134 -4.75307 2.09642  -0.674
C 3.07442 -3.95003 3.01984  -0.467
C 2.78592 -2.62541 2.71090  -0.615
C 3.13702 -2.10962 1.47575  -0.424
C 3.77924 -2.91153 0.53960  0.221
C 4.13038 -2.33919 -0.79206  0.523
O 3.88012 -1.18042 -1.06668  -0.704
H 6.56249 -5.49424 -4.35937  0.407
H 5.96290 -3.17122 -4.95077  0.408
H 4.83821 -1.72233 -3.27902  0.450
H 6.01282 -6.37693 -2.10267  0.488
H 3.96125 -5.78365 2.31836  0.496
H 2.79681 -4.35382 3.98418  0.401
H 2.28809 -1.99797 3.43840  0.406
H 2.92412 -1.08087 1.21992  0.479

[3]
Molecular formula: C3H7N2
Method: DFT, the ωB97M-V functional and the def2-TZVPD basis

Results
**Total charge**: +1
**ΔE to the lowest compared entry with this formula, charge and spin**: 209.1 kJ/mol
**E**: -227.6747 a.u.
**Max |F|**: 7.5 eV Å⁻¹
**Structure (SMILES)**: N[C@H]1C=[NH+]C1
**Orbital gap**: 9.1 eV

Last column: Mulliken charge in e.
Cartesian coordinates (Å):
N 0.03454 -1.12589 -1.15802  -0.640
C -0.58720 -0.00585 -0.55180  0.144
C -0.78863 -0.49552 0.86966  -0.123
N 0.28191 0.27217 1.29165  -0.002
C 0.41046 1.06875 0.07069  -0.596
H 0.92979 -1.38650 -0.68765  0.301
H 0.45407 -0.93529 -2.07820  0.268
H -1.55545 0.25622 -1.03806  0.408
H -1.34097 -1.17488 1.40655  0.450
H 0.66941 0.21729 2.16416  0.187
H 1.35518 1.17488 -0.51818  0.302
H 0.13689 2.13464 0.22920  0.301

Ordered HOMO energy results: -8.119, -11.598, -14.878; unit eV.